Arrangement A

A cluster of 2 separate species, C4H13N2O in total, computed with wB97M-V/def2-TZVPD.

Positions of all 20 atoms, in Å:
H (-0.939, -1.241, -1.297)
O (0.700, -3.282, 0.976)
H (3.016, 1.016, -1.253)
N (1.086, 1.123, -0.460)
C (2.164, 1.755, -0.985)
C (-1.785, -0.203, 0.345)
H (2.322, 2.796, -1.026)
N (-0.805, -1.135, -0.310)
H (0.183, -0.865, -0.091)
H (-0.903, -2.084, -0.034)
H (-2.221, -0.801, 1.225)
H (-0.635, 1.207, 1.676)
H (-0.692, 1.512, -1.367)
C (-1.071, 1.208, 0.680)
H (-2.736, -0.096, -0.119)
H (-0.145, 2.881, -0.367)
C (-0.159, 1.760, -0.420)
H (1.069, -3.853, 1.632)
H (-1.787, 2.088, 0.797)
H (1.001, -3.342, 0.084)

## Properties
2S+1: 2
HOMO (spin up / spin down) in eV: -3.0 / -7.2
Kohn-Sham gap (spin up / spin down) in eV: 3.10 / 7.13

Arrangement B

A cluster of 2 separate species, C4H13N2O in total, computed with wB97M-V/def2-TZVPD.

Positions of all 20 atoms, in Å:
N (-0.881, -0.947, 2.106)
N (0.399, 1.868, -1.971)
C (1.081, 0.699, -2.562)
H (0.995, -0.952, 3.122)
H (0.993, 2.195, -1.238)
O (-0.587, 0.505, -0.241)
H (1.261, -0.085, -1.798)
C (0.380, -0.282, 2.482)
H (-0.133, -1.748, 0.345)
H (0.920, -0.003, 1.599)
H (0.014, -2.830, 1.832)
H (-1.579, -2.592, 1.013)
H (-1.350, 2.296, -0.853)
H (2.052, 1.014, -2.969)
C (-0.828, 1.407, -1.249)
H (0.085, 0.628, 3.104)
H (0.485, 0.283, -3.377)
H (-1.420, 0.993, -2.051)
H (-1.299, -0.332, 1.437)
C (-0.588, -2.117, 1.266)

## Properties
2S+1: 2
HOMO (spin up / spin down) in eV: -8.6 / -8.6
Kohn-Sham gap (spin up / spin down) in eV: 9.55 / 6.39

Q: Which of them is the least stable? A: arrangement A.

Arrangement A

The ion C5H9BrN with charge +1, computed with wB97M-V/def2-TZVPD.

Positions of all 16 atoms, in Å:
C (0.585, 1.577, -0.517)
H (2.016, 0.306, 0.382)
H (-1.799, -1.066, -0.784)
C (-1.238, -0.518, -0.052)
H (-1.468, 2.395, -0.569)
H (1.278, 2.414, -0.542)
H (0.410, -0.903, 2.141)
H (-0.132, -2.405, 1.373)
N (0.176, -0.781, 0.046)
Br (-0.920, 1.735, -2.944)
C (-0.735, 1.797, -1.088)
C (1.022, 0.438, -0.011)
C (0.528, -1.546, 1.270)
H (-1.723, -0.201, 0.851)
H (0.440, -1.349, -0.771)
H (1.559, -1.894, 1.215)

## Properties
2S+1: 1
Charge: +1
HOMO (spin up / spin down) in eV: -12.6 / -13.4
Kohn-Sham gap (spin up / spin down) in eV: 7.94 / 9.07

Arrangement B

A structure of composition C5H9BrN, computed with wB97M-V/def2-TZVPD.

Positions of all 16 atoms, in Å:
H (0.198, 0.138, 1.425)
H (0.438, -1.147, -1.261)
H (-0.265, -1.991, 0.276)
H (2.375, -2.459, 0.461)
C (1.928, -1.435, 0.132)
H (1.330, 2.030, 0.201)
H (1.123, 1.007, -1.419)
C (2.518, -0.248, 0.105)
Br (4.317, 0.238, 0.023)
H (-1.583, 1.335, 0.991)
N (0.074, 0.185, 0.360)
H (-2.027, -0.161, -0.049)
H (-1.313, 1.504, -0.647)
C (0.440, -1.243, -0.158)
C (1.044, 1.047, -0.266)
C (-1.309, 0.667, 0.068)

## Properties
2S+1: 1
Charge: +1
HOMO in eV: -13.5
Kohn-Sham gap in eV: 10.10

Q: Which of them is the least stable? A: arrangement A.

Arrangement A

The molecule C6H12O6, computed with wB97M-V/def2-TZVPD.

Positions of all 24 atoms, in Å:
C (-2.600, 0.015, 0.620)
H (-0.960, 0.282, -2.184)
O (1.085, -1.080, -1.463)
C (0.766, 0.160, -0.903)
O (-1.107, 1.781, -0.752)
H (0.434, -1.733, -1.148)
C (1.147, 0.265, 0.594)
H (2.611, -1.726, -0.258)
O (-1.397, -1.723, -0.444)
H (-0.648, 2.408, -1.325)
H (2.888, 0.130, 1.838)
H (0.112, 1.896, 0.843)
H (0.524, -0.436, 1.176)
O (2.860, -1.491, 0.647)
O (-3.299, -1.000, 1.274)
H (-3.293, 0.654, 0.050)
H (1.354, 0.909, -1.451)
H (3.247, 0.473, 0.130)
O (1.001, 1.581, 1.063)
H (-2.097, 0.662, 1.355)
C (-0.750, 0.469, -1.118)
C (2.623, -0.123, 0.809)
C (-1.571, -0.528, -0.326)
H (-2.930, -1.846, 0.973)

## Properties
Structure (SMILES): O=C(CO)[C@@H](O)[C@H](O)[C@H](O)CO
2S+1: 1
HOMO in eV: -10.0
Kohn-Sham gap in eV: 10.14

Arrangement B

The molecule C6H12O6, computed with wB97M-V/def2-TZVPD.

Positions of all 24 atoms, in Å:
O (-3.224, -0.497, -0.266)
O (0.423, -1.124, 0.290)
C (2.522, -0.549, -0.496)
H (-0.482, 1.614, 1.526)
H (1.157, 3.015, 0.130)
H (3.258, 0.119, -0.235)
O (1.708, 2.294, 0.491)
C (-0.835, -0.470, 0.447)
H (2.178, -0.454, -1.589)
H (0.961, 1.337, -1.106)
C (-0.529, 1.089, 0.474)
H (2.179, -2.490, 0.189)
H (1.686, -0.184, 1.512)
O (3.017, -1.873, -0.144)
H (-3.851, -0.905, -0.816)
H (-2.443, -0.780, 1.513)
C (-1.884, -0.917, -0.666)
O (-1.423, -0.923, 1.631)
H (-1.656, -0.429, -1.565)
C (0.938, 1.231, 0.027)
H (-2.171, 1.396, -0.363)
O (-1.300, 1.640, -0.586)
C (1.441, -0.084, 0.454)
H (-1.671, -2.056, -0.850)

## Properties
Structure (SMILES): OC[C@@H]1O[C@](O)(CO)[C@H](O)[C@H]1O
2S+1: 1
HOMO in eV: -10.0
Kohn-Sham gap in eV: 10.34

Q: Which of them is the least stable? A: arrangement B.

Arrangement A

A cluster of 7 separate species, C2H16O6 in total, computed with wB97M-V/def2-TZVPD.

Positions of all 24 atoms, in Å:
H (-0.109, -0.836, 1.774)
H (-0.403, -2.227, -0.177)
C (1.796, 2.023, 0.876)
H (2.199, -1.320, -0.528)
H (2.749, 2.528, 1.041)
H (0.068, 1.873, -0.392)
O (0.588, -1.404, 1.352)
H (0.644, -2.158, 1.955)
H (-0.489, -2.983, -1.541)
H (-3.257, 1.128, -0.192)
H (-2.118, 0.388, -0.896)
O (1.675, -1.111, -1.313)
H (-0.350, -0.802, -1.502)
H (-1.644, -1.520, -1.911)
C (0.968, 2.405, -0.098)
H (1.546, 1.155, 1.475)
O (-0.957, 0.615, 2.112)
H (-1.540, 0.758, 1.330)
H (1.152, 3.203, -0.778)
H (-0.144, 1.109, 1.908)
H (2.001, -0.270, -1.682)
O (-1.175, -0.667, -1.982)
O (-2.303, 1.030, -0.169)
O (-0.894, -2.919, -0.660)

## Properties
Structure (SMILES): C=C.O.O.O.O.O.O
2S+1: 1
HOMO in eV: -10.5
Kohn-Sham gap in eV: 11.02

Arrangement B

A cluster of 6 separate species, C2H16O6 in total, computed with wB97M-V/def2-TZVPD.

Positions of all 24 atoms, in Å:
H (20.279, -4.173, -0.805)
O (20.713, -0.125, -2.605)
H (22.496, -2.597, -0.707)
C (20.343, -1.123, -3.553)
H (20.135, -2.049, -3.020)
H (22.206, -4.629, -2.787)
H (19.596, -0.792, -4.271)
H (22.404, -5.084, -1.340)
H (24.341, 2.849, -1.637)
H (21.310, 1.737, 0.090)
H (20.960, 0.669, -3.087)
O (21.995, -4.390, -1.876)
H (20.387, 0.554, -0.192)
H (19.189, -3.103, -0.651)
O (23.874, 1.216, -0.506)
H (21.886, -1.404, -1.449)
O (20.654, 1.166, 0.505)
H (22.904, 1.986, -2.199)
H (24.491, 1.263, -2.479)
O (22.245, -1.671, -0.593)
H (23.686, 0.284, -0.686)
C (23.909, 1.862, -1.775)
O (19.601, -3.843, -0.194)
H (21.233, -1.414, -4.140)

## Properties
Structure (SMILES): CO.CO.O.O.O.O
2S+1: 1
HOMO in eV: -10.2
Kohn-Sham gap in eV: 10.07

Q: Which of them is the least stable? A: arrangement B.